Computed, not measured: 2 unconnected molecules or ions with the total composition C4H5N in a non-equilibrium geometry, with wB97M-V/def2-TZVPD.

The geometry in XYZ format:
```
10
Properties=species:S:1:pos:R:3:forces:R:3
C 1.6578 0.3001 -0.2163 1.178 1.070 -0.823
C -0.0975 0.3444 -0.0299 -6.584 0.084 0.057
C -2.2223 0.5159 0.1693 4.604 0.036 -0.849
C 0.8677 -0.7398 0.3621 -1.996 -3.051 -0.056
N 0.7164 1.3255 -0.2405 1.825 -0.339 0.065
H 2.5168 0.1540 -0.8214 0.636 0.465 -0.783
H -2.4416 1.1246 -0.7099 -0.240 0.274 0.185
H -2.5124 -0.4983 -0.0159 -0.489 -0.748 0.140
H 0.6635 -1.8647 0.1079 0.912 2.285 -0.175
H 0.8515 -0.6616 1.3945 0.154 -0.076 2.240
```
Positions in Å, forces in eV/Å.

The value obtained for the lowest unoccupied orbital energy (spin up / spin down) is -0.033 / -0.013 hartree. The net charge is 0. For the electronic energy, the calculation gives -5710.7931 eV. The calculation puts the frontier orbital gap (spin up / spin down) at 6.77 / 8.75 eV.

---

Computed, not measured: C4H5N in the gas phase in a non-equilibrium geometry, with wB97M-V/def2-TZVPD.

The geometry in XYZ format:
```
10
Properties=species:S:1:pos:R:3:forces:R:3
C 2.2513 -0.4046 0.1054 -0.488 0.073 0.248
C 1.0690 -0.3781 0.3377 0.650 -0.006 0.036
C -0.3740 -0.4581 0.4404 0.093 -0.355 -0.043
C -1.1694 0.7634 0.1832 -0.541 -0.165 -0.984
N -1.0532 -0.2970 -0.8416 0.422 0.004 -0.591
H 3.3037 -0.4265 -0.0678 -0.148 0.031 0.027
H -0.7393 -1.2296 1.1157 -0.050 0.031 -0.313
H -0.5975 1.6887 0.1093 -0.427 -0.136 -0.208
H -2.2468 0.7229 0.1984 -0.128 0.951 1.861
H -0.4437 0.0189 -1.5807 0.617 -0.427 -0.033
```
Positions in Å, forces in eV/Å.

The value obtained for the lowest unoccupied orbital energy is 0.042 hartree. Its SMILES is C#C[C@H]1CN1. The net charge is 0. For the electronic energy, the calculation gives -5715.4543 eV. The calculation puts the frontier orbital gap at 10.65 eV.

---

Computed, not measured: a molecular structure, C4H5N2 in a non-equilibrium geometry, with wB97M-V/def2-TZVPD.

The geometry in XYZ format:
```
11
Properties=species:S:1:pos:R:3:forces:R:3
C 1.7723 0.3497 0.4340 -0.644 1.232 0.405
C 1.8303 -0.8578 -0.0616 -1.893 -1.003 -1.028
C 0.3454 -0.8403 -0.2665 1.960 -1.544 -0.167
C -1.5334 0.6551 0.0846 -1.107 2.596 0.185
N 0.7994 1.0652 0.6314 0.625 2.424 1.545
N -0.1743 0.3077 0.1672 1.625 -1.857 0.394
H 2.5859 -1.4483 -0.4908 0.495 -0.924 -0.209
H -0.2533 -1.6305 -0.7271 0.349 0.250 0.121
H -1.4928 1.7887 0.2638 -0.600 -1.450 -1.186
H -1.6751 0.2761 -0.9533 -1.571 0.869 0.820
H -2.2044 0.3345 0.9182 0.760 -0.591 -0.880
```
Positions in Å, forces in eV/Å.

The value obtained for the lowest unoccupied orbital energy is -0.293 hartree. The net charge is +1. For the electronic energy, the calculation gives -7196.2171 eV. The calculation puts the frontier orbital gap at 7.96 eV.